ORCA calculation (ωB97M-V with the def2-TZVPD basis set) on CH6Na7O6 as an isolated structure in a non-equilibrium geometry.

Max |F|   1.97 eV/A
HOMO   -24.8796 eV
Relative energy (zero: lowest compared OMol25 entry of this formula, charge and spin)   44.0 kcal/mol
LUMO level   -19.06 eV
DFT total energy   -1627.3230 a.u.
Spin multiplicity   1
Charge   +5

Element x y z (Å)
Na -4.04963 14.96244 11.18858
Na -4.66889 11.92348 8.02405
Na -5.29050 12.67884 4.78387
Na -1.68593 14.05941 5.82780
Na -1.97916 12.93928 9.56077
Na -1.24851 16.22711 8.64485
Na -5.43313 16.43002 5.72142
C -4.16087 14.81539 7.70201
O -5.03273 14.36308 6.88850
O -3.40907 15.78641 7.35916
O -3.96020 14.23755 8.85144
O -7.77701 14.47126 8.06782
H -6.87799 14.45022 7.71765
H -8.07612 13.55662 8.17218
O -2.04248 18.19168 7.14145
H -2.78353 17.59004 7.08425
H -2.42933 19.03114 7.44836
O -4.07308 17.82056 9.69265
H -4.91400 18.26226 9.91398
H -4.26644 17.29717 8.90879

ORCA calculation (ωB97M-V with the def2-TZVPD basis set) on a 2-piece molecular cluster, CH6O overall in a non-equilibrium geometry.

Max |F|   1.04 eV/A
HOMO   -11.6246 eV
Relative energy (zero: lowest compared OMol25 entry of this formula, charge and spin)   0.4 kcal/mol
SMILES   C.O
LUMO level   0.82 eV
DFT total energy   -116.9237 a.u.
Spin multiplicity   1
Charge   0

Element x y z (Å)
C 1.28230 -1.15258 0.46838
H 0.74572 -2.08995 0.44080
H 2.34273 -1.30651 0.66424
H 0.91743 -0.48639 1.21541
H 1.21198 -0.60492 -0.47313
H -1.60975 1.39238 -0.51664
H -2.63941 2.49791 -0.66659
O -2.25101 1.75008 -1.13247

ORCA calculation (ωB97M-V with the def2-TZVPD basis set) on a 2-piece molecular cluster, CH6O2 overall in a non-equilibrium geometry.

Max |F|   1.20 eV/A
HOMO   -10.9448 eV
Relative energy (zero: lowest compared OMol25 entry of this formula, charge and spin)   3.0 kcal/mol
SMILES   CO.O
LUMO level   0.80 eV
DFT total energy   -192.1534 a.u.
Spin multiplicity   1
Charge   0

Element x y z (Å)
C 1.25650 0.02186 -0.42781
O 0.07975 -0.03315 -1.23180
H 1.41167 0.97817 0.08166
H 1.05020 -0.71549 0.33477
H 2.17437 -0.24501 -0.95194
H 0.18393 0.64667 -1.90085
H -2.15509 0.24321 1.41834
H -1.02840 -0.10079 0.61167
O -1.24473 -0.05268 1.55799

ORCA calculation (ωB97M-V with the def2-TZVPD basis set) on CH6O3Si as an isolated structure in a non-equilibrium geometry.

Max |F|   5.44 eV/A
HOMO (alpha / beta)   -4.2589 / -11.1060 eV
Relative energy (zero: lowest compared OMol25 entry of this formula, charge and spin)   0.0 kcal/mol
<S²>   2.010
LUMO level (alpha / beta)   0.63 / -3.58 eV
DFT total energy   -556.6497 a.u.
Spin multiplicity   3
Charge   0

Element x y z (Å)
C -1.08414 -0.19944 0.32812
O -2.17902 0.18719 -0.33366
O -0.74963 -1.50520 0.19463
O 0.23405 0.57059 -0.62889
Si 1.66766 0.66735 0.08079
H -0.86313 0.11586 1.32388
H -2.06357 -0.06625 -1.26935
H -0.94381 -1.61004 -0.79942
H 2.71357 0.84645 -1.10986
H 1.87231 -0.66202 0.90455
H 1.39571 1.65551 1.30921

ORCA calculation (ωB97M-V with the def2-TZVPD basis set) on an isolated ion of composition CH6O4P and charge +1 in a non-equilibrium geometry.

Max |F|   4.55 eV/A
HOMO   -16.6547 eV
Relative energy (zero: lowest compared OMol25 entry of this formula, charge and spin)   0.0 kcal/mol
LUMO level   -4.02 eV
DFT total energy   -683.8348 a.u.
Spin multiplicity   1
Charge   +1

Element x y z (Å)
C 1.25802 0.49401 -1.31326
O -1.80672 -0.19298 -0.36036
O -0.63582 -1.36217 1.46625
O -0.52844 1.16472 1.12252
O 0.85773 -0.48520 -0.32587
P -0.51519 -0.24392 0.44351
H 1.52851 0.05243 -2.23363
H 2.09581 1.02492 -0.70756
H 0.41911 1.12743 -1.48257
H -2.39241 -1.10307 -0.33123
H 0.21493 -1.81270 1.58136
H -0.49552 1.33652 2.14084

ORCA calculation (ωB97M-V with the def2-TZVPD basis set) on a 2-piece molecular cluster, CH6OS overall in a non-equilibrium geometry.

Max |F|   2.08 eV/A
HOMO   -9.6970 eV
Relative energy (zero: lowest compared OMol25 entry of this formula, charge and spin)   20.1 kcal/mol
SMILES   CO.S
LUMO level   0.85 eV
DFT total energy   -515.0776 a.u.
Spin multiplicity   1
Charge   0

Element x y z (Å)
S 2.72733 -1.64207 -0.21699
H 2.10114 -0.56690 -0.52776
H 3.71110 -0.97343 -0.78624
C -1.46746 0.90042 0.17207
O -1.25413 -0.48732 -0.01567
H -2.49639 1.07492 0.09284
H -1.09846 1.22384 1.16544
H -1.05718 1.32973 -0.71705
H -1.16597 -0.85918 0.83336

What is the max |F| in the second record?
1.04 eV/A

Repeat the third record exactly.
ORCA calculation (ωB97M-V with the def2-TZVPD basis set) on a 2-piece molecular cluster, CH6O2 overall in a non-equilibrium geometry.

Max |F|   1.20 eV/A
HOMO   -10.9448 eV
Relative energy (zero: lowest compared OMol25 entry of this formula, charge and spin)   3.0 kcal/mol
SMILES   CO.O
LUMO level   0.80 eV
DFT total energy   -192.1534 a.u.
Spin multiplicity   1
Charge   0

Element x y z (Å)
C 1.25650 0.02186 -0.42781
O 0.07975 -0.03315 -1.23180
H 1.41167 0.97817 0.08166
H 1.05020 -0.71549 0.33477
H 2.17437 -0.24501 -0.95194
H 0.18393 0.64667 -1.90085
H -2.15509 0.24321 1.41834
H -1.02840 -0.10079 0.61167
O -1.24473 -0.05268 1.55799

DFT total energy of number 1 (CH6Na7O6)?
-1627.3230 a.u.